ORCA calculation (ωB97M-V with the def2-TZVPD basis set) on 2 unconnected molecules or ions with the total composition C3H4BrF in a non-equilibrium geometry.

- energy relative to the best compared isomer or geometry (same formula, charge and spin) (kcal/mol) = 87.51

ORCA input file:
```
! wB97M-V def2-TZVPD RIJCOSX def2/J DEFGRID3
* xyz 0 1
C 1.46 0.99 1.09
C 0.94 -0.03 0.44
C -1.21 -0.56 1.18
F 1.08 -0.77 -0.64
Br -2.32 0.05 -0.14
H 2.48 1.45 0.94
H 0.93 1.60 1.89
H -1.14 -1.65 1.02
H -1.28 -0.28 2.25
*
```

ORCA calculation (ωB97M-V with the def2-TZVPD basis set) on a gas-phase ion, C4H12N5 (charge +1) in a non-equilibrium geometry.

- energy relative to the best compared isomer or geometry (same formula, charge and spin) (kcal/mol) = 65.45

ORCA input file:
```
! wB97M-V def2-TZVPD RIJCOSX def2/J DEFGRID3
* xyz 1 1
C -0.68 1.81 0.30
C 0.09 -1.35 0.78
C 0.38 -0.12 1.22
C 0.42 0.19 -1.48
N -0.70 0.81 1.27
N 0.87 -2.46 0.42
N 1.54 0.51 1.72
N -0.02 -0.77 -2.30
N -0.79 1.15 -1.09
H -1.41 2.51 0.25
H 0.29 2.22 0.36
H -0.90 -1.47 0.34
H -1.50 0.44 1.70
H 1.81 -2.49 0.67
H 0.36 -3.31 0.08
H 2.23 -0.11 1.95
H 1.22 1.03 2.51
H 0.60 -1.37 -2.67
H -1.00 -1.03 -2.41
H -1.69 0.57 -0.94
H -0.80 1.93 -1.82
*
```

ORCA calculation (ωB97M-V with the def2-TZVPD basis set) on 2 unconnected molecules or ions with the total composition C5H12O2.

- SMILES = O=CCO.CCC
- energy relative to the best compared isomer or geometry (same formula, charge and spin) (kcal/mol) = 31.75

ORCA input file:
```
! wB97M-V def2-TZVPD RIJCOSX def2/J DEFGRID3
* xyz 0 1
O 1.53 -1.13 0.71
C 0.92 -2.16 0.67
C -0.37 -2.43 1.41
O -1.01 -3.61 1.00
H 1.26 -3.03 0.07
H -0.13 -2.57 2.47
H -1.03 -1.55 1.34
H -1.29 -3.53 0.08
C 0.99 2.38 -0.09
C 0.05 2.09 -1.26
C -1.00 1.06 -0.89
H 1.45 1.45 0.25
H 0.44 2.82 0.73
H 1.78 3.07 -0.39
H 0.64 1.72 -2.11
H -0.44 3.02 -1.57
H -1.67 0.86 -1.73
H -0.51 0.12 -0.62
H -1.60 1.40 -0.05
*
```

ORCA calculation (ωB97M-V with the def2-TZVPD basis set) on a gas-phase ion, C4H12N2 (charge +2) in a non-equilibrium geometry.

- SMILES = [NH3+]/C=C/CC[NH3+]
- energy relative to the best compared isomer or geometry (same formula, charge and spin) (kcal/mol) = 49.96

ORCA input file:
```
! wB97M-V def2-TZVPD RIJCOSX def2/J DEFGRID3
* xyz 2 1
N -1.86 2.09 -1.04
C -1.26 0.63 -1.00
C -0.92 0.24 0.21
C -0.28 -1.10 0.35
C 1.29 -1.12 -0.03
N 2.18 -0.70 1.17
H -1.93 2.63 -0.13
H -1.36 2.41 -1.94
H -2.77 1.99 -1.51
H -1.19 0.04 -1.86
H -1.06 0.94 1.09
H -0.79 -2.01 -0.25
H -0.36 -1.62 1.40
H 1.50 -2.30 -0.02
H 1.53 -0.44 -1.00
H 2.54 0.35 1.18
H 1.66 -0.89 2.06
H 3.07 -1.15 1.32
*
```

ORCA calculation (ωB97M-V with the def2-TZVPD basis set) on 3 unconnected molecules or ions with the total composition C5H14O2 in a non-equilibrium geometry.

- SMILES = C=C(C)CC.O.O
- energy relative to the best compared isomer or geometry (same formula, charge and spin) (kcal/mol) = 36.76

ORCA input file:
```
! wB97M-V def2-TZVPD RIJCOSX def2/J DEFGRID3
* xyz 0 1
C 1.77 -1.75 -0.39
C 0.65 -1.01 0.02
C -0.68 -1.72 0.01
C 0.73 0.41 0.70
C 1.89 1.26 0.13
H 1.79 -2.97 -0.56
H 2.76 -1.35 -0.58
H -0.53 -2.72 -0.52
H -1.50 -1.11 -0.45
H -0.99 -1.80 1.10
H -0.23 0.89 0.49
H 0.86 0.24 1.77
H 1.79 1.19 -0.99
H 2.80 0.73 0.46
H 1.98 2.19 0.62
O -2.33 1.32 1.23
H -2.64 1.49 0.36
H -3.04 1.28 1.93
O -2.06 1.29 -1.77
H -1.80 0.38 -2.11
H -1.27 1.75 -1.47
*
```

ORCA calculation (ωB97M-V with the def2-TZVPD basis set) on a molecular structure, C2H2O2PTm in a non-equilibrium geometry.

- DFT total energy (a.u.) = -1654.0883

ORCA input file:
```
! wB97M-V def2-TZVPD RIJCOSX def2/J DEFGRID3
* xyz 1 4
P -1.20 -0.72 -1.27
O 0.19 -1.31 -0.97
C 0.56 2.07 -0.11
H -0.05 2.88 -0.53
H 1.50 2.44 0.32
C -0.01 0.95 0.41
O -1.19 0.62 -0.35
Tm 1.09 -1.16 1.19
*
```